Entry 1:
The molecule C20H29N3O5S. Source: OMol25; level of theory: ωB97M-V/def2-TZVPD.

The value obtained for the largest force on an atom is 2.9 eV Å⁻¹. Its SMILES is CCCOCc1c(S)c(CCN)c(NCC)c2c1C(=O)N(CCCC(=O)O)C2=O. The calculation puts the orbital gap at 8.1033 eV. The value obtained for the highest occupied orbital energy is -8.920 eV. The net charge is 0.

Last columns: bonded neighbours and bond lengths (Å).
Geometry (Å):
1 C -0.43 0.18 -5.32  C2 1.596, H30 1.118, H31 1.116, H32 1.115
2 C 0.92 0.95 -4.98  C1 1.596, C3 1.592, H33 1.122, H34 1.115
3 C 1.13 0.82 -3.40  C2 1.592, O4 1.437, H35 1.118, H36 1.119
4 O 2.53 0.90 -3.11  C3 1.437, C5 1.429
5 C 2.86 0.34 -1.83  O4 1.429, C6 1.562, H37 1.119, H38 1.123
6 C 1.80 0.58 -0.71  C5 1.562, C7 1.477, C18 1.443
7 C 1.72 1.87 0.00  C6 1.477, S8 1.838, C9 1.467
8 S 2.91 3.19 -0.49  C7 1.838, H39 1.377
9 C 0.74 2.17 1.05  C7 1.467, C10 1.563, C13 1.489
10 C 0.68 3.55 1.77  C9 1.563, C11 1.605, H40 1.115, H41 1.125
11 C -0.78 4.18 1.59  C10 1.605, N12 1.471, H42 1.114, H43 1.127
12 N -1.31 4.06 0.22  C11 1.471, H44 1.018, H45 1.018
13 C -0.23 1.11 1.42  C9 1.489, N14 1.419, C17 1.441
14 N -1.22 1.29 2.42  C13 1.419, C15 1.491, H46 1.019
15 C -0.68 1.52 3.79  N14 1.491, C16 1.571, H47 1.126, H48 1.125
16 C 0.75 0.91 4.06  C15 1.571, H49 1.126, H50 1.116, H51 1.126
17 C -0.15 -0.13 0.68  C13 1.441, C18 1.473, C28 1.543
18 C 0.84 -0.44 -0.36  C6 1.443, C17 1.473, C19 1.550
19 C 0.63 -1.88 -0.88  C18 1.550, O20 1.194, N21 1.442
20 O 1.16 -2.38 -1.82  C19 1.194
21 N -0.33 -2.45 0.04  C19 1.442, C22 1.482, C28 1.428
22 C 0.17 -3.63 0.79  N21 1.482, C23 1.565, H52 1.126, H53 1.124
23 C -0.84 -4.20 1.85  C22 1.565, C24 1.578, H54 1.122, H55 1.125
24 C -2.26 -4.57 1.28  C23 1.578, C25 1.556, H56 1.126, H57 1.122
25 C -2.28 -4.92 -0.24  C24 1.556, O26 1.199, O27 1.402
26 O -1.61 -5.83 -0.65  C25 1.199
27 O -3.10 -4.23 -1.13  C25 1.402, H58 0.974
28 C -1.01 -1.41 0.75  C17 1.543, N21 1.428, O29 1.208
29 O -2.09 -1.45 1.29  C28 1.208
30 H -1.29 0.89 -5.19  C1 1.118
31 H -0.61 -0.68 -4.64  C1 1.116
32 H -0.40 -0.16 -6.39  C1 1.115
33 H 0.79 2.03 -5.24  C2 1.122
34 H 1.80 0.52 -5.51  C2 1.115
35 H 0.75 -0.18 -3.10  C3 1.118
36 H 0.58 1.68 -2.94  C3 1.119
37 H 3.09 -0.76 -1.87  C5 1.119
38 H 3.80 0.85 -1.50  C5 1.123
39 H 2.11 4.01 -1.24  S8 1.377
40 H 1.40 4.29 1.35  C10 1.115
41 H 0.83 3.44 2.88  C10 1.125
42 H -1.54 3.74 2.28  C11 1.114
43 H -0.73 5.28 1.83  C11 1.127
44 H -0.69 4.47 -0.47  N12 1.018
45 H -1.56 3.10 -0.01  N12 1.018
46 H -1.87 0.50 2.47  N14 1.019
47 H -1.38 1.03 4.53  C15 1.126
48 H -0.73 2.62 4.02  C15 1.125
49 H 0.98 0.84 5.15  C16 1.126
50 H 0.90 -0.10 3.61  C16 1.116
51 H 1.52 1.62 3.65  C16 1.126
52 H 0.35 -4.43 0.03  C22 1.126
53 H 1.16 -3.47 1.29  C22 1.124
54 H -0.44 -5.11 2.37  C23 1.122
55 H -0.99 -3.42 2.64  C23 1.125
56 H -2.59 -5.50 1.82  C24 1.126
57 H -3.05 -3.81 1.51  C24 1.122
58 H -2.70 -3.37 -1.36  O27 0.974


Entry 2:
The molecule C20H29N3O5S. Source: OMol25; level of theory: ωB97M-V/def2-TZVPD.

The value obtained for the largest force on an atom is 1.4 eV Å⁻¹. Its SMILES is CCN(CC)S(=O)(=O)c1ccc2oc(C(=O)NCCN3CCOCC3)c(C)c2c1. The calculation puts the orbital gap at 8.9798 eV. The value obtained for the highest occupied orbital energy is -8.916 eV. The net charge is 0.

Last columns: bonded neighbours and bond lengths (Å).
Geometry (Å):
1 C 3.32 2.68 0.78  C2 1.529, H30 1.087, H31 1.088, H32 1.087
2 C 4.16 2.60 2.06  C1 1.529, N3 1.444, H33 1.094, H34 1.091
3 N 3.49 2.01 3.19  C2 1.444, C4 1.445, S6 1.659
4 C 2.24 2.57 3.66  N3 1.445, C5 1.525, H35 1.091, H36 1.100
5 C 2.40 4.00 4.15  C4 1.525, H37 1.087, H38 1.086, H39 1.087
6 S 3.71 0.39 3.43  N3 1.659, O7 1.433, O8 1.433, C9 1.798
7 O 5.09 0.10 3.17  S6 1.433
8 O 3.17 0.06 4.72  S6 1.433
9 C 2.71 -0.44 2.19  S6 1.798, C10 1.394, C29 1.374
10 C 3.34 -0.89 1.03  C9 1.394, C11 1.380, H40 1.078
11 C 2.61 -1.50 0.02  C10 1.380, C12 1.389, H41 1.078
12 C 1.24 -1.62 0.22  C11 1.389, O13 1.347, C28 1.412
13 O 0.34 -2.17 -0.62  C12 1.347, C14 1.375
14 C -0.88 -2.08 0.01  O13 1.375, C15 1.474, C26 1.368
15 C -2.07 -2.59 -0.70  C14 1.474, O16 1.219, N17 1.353
16 O -3.20 -2.51 -0.23  C15 1.219
17 N -1.79 -3.18 -1.88  C15 1.353, C18 1.440, H42 1.009
18 C -2.83 -3.49 -2.83  N17 1.440, C19 1.538, H43 1.094, H44 1.091
19 C -2.86 -2.44 -3.96  C18 1.538, N20 1.449, H45 1.094, H46 1.103
20 N -2.75 -1.10 -3.42  C19 1.449, C21 1.451, C25 1.454
21 C -2.32 -0.12 -4.40  N20 1.451, C22 1.529, H47 1.093, H48 1.105
22 C -2.06 1.20 -3.68  C21 1.529, O23 1.406, H49 1.092, H50 1.101
23 O -3.21 1.67 -3.02  C22 1.406, C24 1.410
24 C -3.67 0.71 -2.09  O23 1.410, C25 1.527, H51 1.091, H52 1.101
25 C -3.96 -0.63 -2.77  N20 1.454, C24 1.527, H53 1.089, H54 1.105
26 C -0.79 -1.48 1.23  C14 1.368, C27 1.483, C28 1.433
27 C -1.87 -1.19 2.20  C26 1.483, H55 1.086, H56 1.089, H57 1.089
28 C 0.60 -1.16 1.40  C12 1.412, C26 1.433, C29 1.394
29 C 1.36 -0.56 2.40  C9 1.374, C28 1.394, H58 1.077
30 H 3.94 3.05 -0.03  C1 1.087
31 H 2.94 1.70 0.51  C1 1.088
32 H 2.48 3.36 0.90  C1 1.087
33 H 4.50 3.60 2.34  C2 1.094
34 H 5.04 1.98 1.89  C2 1.091
35 H 1.93 1.93 4.49  C4 1.091
36 H 1.47 2.53 2.87  C4 1.100
37 H 2.62 4.68 3.33  C5 1.087
38 H 3.20 4.05 4.88  C5 1.086
39 H 1.47 4.33 4.63  C5 1.087
40 H 4.41 -0.77 0.95  C10 1.078
41 H 3.08 -1.86 -0.88  C11 1.078
42 H -0.85 -3.09 -2.24  N17 1.009
43 H -2.67 -4.48 -3.26  C18 1.094
44 H -3.77 -3.49 -2.28  C18 1.091
45 H -1.99 -2.60 -4.61  C19 1.094
46 H -3.77 -2.58 -4.56  C19 1.103
47 H -1.40 -0.46 -4.87  C21 1.093
48 H -3.08 0.04 -5.18  C21 1.105
49 H -1.77 1.98 -4.39  C22 1.092
50 H -1.24 1.05 -2.95  C22 1.101
51 H -4.58 1.12 -1.65  C24 1.091
52 H -2.92 0.55 -1.31  C24 1.101
53 H -4.27 -1.35 -2.00  C25 1.089
54 H -4.78 -0.51 -3.50  C25 1.105
55 H -2.82 -1.55 1.81  C27 1.086
56 H -1.93 -0.12 2.39  C27 1.089
57 H -1.65 -1.68 3.15  C27 1.089
58 H 0.92 -0.22 3.32  C29 1.077


Entry 3:
The molecule C20H29N5O. Source: OMol25; level of theory: ωB97M-V/def2-TZVPD.

The value obtained for the largest force on an atom is 1.3 eV Å⁻¹. Its SMILES is CC(C)=CCN1CCN(Cc2cccn2-c2ncccn2)C[C@@H]1CCO. The calculation puts the orbital gap at 8.8220 eV. The value obtained for the highest occupied orbital energy is -8.258 eV. The net charge is 0.

Last columns: bonded neighbours and bond lengths (Å).
Geometry (Å):
1 C -3.50 -2.16 0.21  C2 1.497, H27 1.089, H28 1.085, H29 1.089
2 C -2.23 -2.47 0.95  C1 1.497, C3 1.500, C4 1.329
3 C -2.39 -3.50 2.03  C2 1.500, H30 1.087, H31 1.089, H32 1.090
4 C -1.06 -1.89 0.71  C2 1.329, C5 1.503, H33 1.082
5 C -0.80 -0.84 -0.34  C4 1.503, N6 1.465, H34 1.096, H35 1.095
6 N -1.42 0.44 0.01  C5 1.465, C7 1.459, C23 1.458
7 C -0.85 1.02 1.22  N6 1.459, C8 1.541, H36 1.094, H37 1.090
8 C 0.38 1.91 0.96  C7 1.541, N9 1.449, H38 1.091, H39 1.107
9 N 0.93 1.58 -0.34  C8 1.449, C10 1.456, C22 1.448
10 C 2.26 2.13 -0.55  N9 1.456, C11 1.490, H40 1.092, H41 1.105
11 C 3.24 1.48 0.36  C10 1.490, C12 1.365, N15 1.381
12 C 3.94 2.02 1.40  C11 1.365, C13 1.418, H42 1.073
13 C 4.64 0.97 2.05  C12 1.418, C14 1.358, H43 1.072
14 C 4.31 -0.19 1.41  C13 1.358, N15 1.375, H44 1.071
15 N 3.47 0.12 0.37  C11 1.381, C14 1.375, C16 1.376
16 C 2.98 -0.83 -0.50  N15 1.376, N17 1.333, N21 1.329
17 N 2.97 -2.09 -0.06  C16 1.333, C18 1.319
18 C 2.49 -3.01 -0.87  N17 1.319, C19 1.388, H45 1.083
19 C 2.02 -2.71 -2.14  C18 1.388, C20 1.387, H46 1.076
20 C 2.11 -1.37 -2.52  C19 1.387, N21 1.319, H47 1.083
21 N 2.59 -0.44 -1.71  C16 1.329, C20 1.319
22 C 0.00 1.96 -1.38  N9 1.448, C23 1.553, H48 1.093, H49 1.106
23 C -1.41 1.39 -1.10  N6 1.458, C22 1.553, C24 1.536, H50 1.097
24 C -2.44 2.50 -0.87  C23 1.536, C25 1.532, H51 1.092, H52 1.090
25 C -3.86 1.94 -0.73  C24 1.532, O26 1.401, H53 1.103, H54 1.094
26 O -4.05 1.19 0.43  C25 1.401, H55 0.975
27 H -4.16 -1.55 0.84  C1 1.089
28 H -3.31 -1.61 -0.70  C1 1.085
29 H -4.03 -3.08 -0.03  C1 1.089
30 H -1.45 -3.65 2.57  C3 1.087
31 H -3.15 -3.18 2.74  C3 1.089
32 H -2.70 -4.45 1.60  C3 1.090
33 H -0.20 -2.18 1.30  C4 1.082
34 H -1.24 -1.16 -1.30  C5 1.096
35 H 0.28 -0.73 -0.48  C5 1.095
36 H -1.63 1.61 1.72  C7 1.094
37 H -0.59 0.19 1.88  C7 1.090
38 H 1.14 1.72 1.72  C8 1.091
39 H 0.11 2.98 1.01  C8 1.107
40 H 2.53 1.94 -1.59  C10 1.092
41 H 2.28 3.22 -0.37  C10 1.105
42 H 3.97 3.05 1.67  C12 1.073
43 H 5.29 1.06 2.90  C13 1.072
44 H 4.61 -1.20 1.58  C14 1.071
45 H 2.49 -4.02 -0.48  C18 1.083
46 H 1.62 -3.46 -2.79  C19 1.076
47 H 1.80 -1.03 -3.49  C20 1.083
48 H 0.39 1.57 -2.33  C22 1.093
49 H -0.06 3.06 -1.47  C22 1.106
50 H -1.74 0.83 -1.99  C23 1.097
51 H -2.41 3.18 -1.72  C24 1.092
52 H -2.19 3.07 0.03  C24 1.090
53 H -4.10 1.34 -1.62  C25 1.103
54 H -4.58 2.77 -0.69  C25 1.094
55 H -3.30 0.57 0.48  O26 0.975


Entry 4:
The molecule C20H29NO5. Source: OMol25; level of theory: ωB97M-V/def2-TZVPD.

The value obtained for the largest force on an atom is 0.7 eV Å⁻¹. Its SMILES is COc1ccc(OCCC(=O)OCC(=O)NC2CCCCCCC2)cc1. The calculation puts the orbital gap at 8.8694 eV. The value obtained for the highest occupied orbital energy is -8.199 eV. The net charge is 0.

Last columns: bonded neighbours and bond lengths (Å).
Geometry (Å):
1 C 2.09 2.75 4.39  O2 1.407, H27 1.089, H28 1.095, H29 1.095
2 O 1.24 1.69 4.75  C1 1.407, C3 1.363
3 C 0.83 0.82 3.78  O2 1.363, C4 1.394, C26 1.391
4 C 0.00 -0.21 4.20  C3 1.394, C5 1.380, H30 1.078
5 C -0.48 -1.14 3.30  C4 1.380, C6 1.390, H31 1.079
6 C -0.12 -1.06 1.96  C5 1.390, O7 1.375, C25 1.390
7 O -0.58 -1.92 0.99  C6 1.375, C8 1.415
8 C -0.90 -3.25 1.38  O7 1.415, C9 1.534, H32 1.097, H33 1.098
9 C -0.82 -4.12 0.13  C8 1.534, C10 1.518, H34 1.089, H35 1.088
10 C 0.48 -3.75 -0.56  C9 1.518, O11 1.199, O12 1.337
11 O 1.58 -4.05 -0.17  C10 1.199
12 O 0.23 -2.99 -1.63  C10 1.337, C13 1.422
13 C 1.32 -2.32 -2.25  O12 1.422, C14 1.536, H36 1.095, H37 1.095
14 C 1.07 -0.81 -2.34  C13 1.536, O15 1.213, N16 1.339
15 O 1.93 -0.06 -2.76  C14 1.213
16 N -0.14 -0.42 -1.94  C14 1.339, C17 1.455, H38 1.009
17 C -0.60 0.96 -2.02  N16 1.455, C18 1.537, C24 1.534, H39 1.092
18 C -1.28 1.16 -3.38  C17 1.537, C19 1.526, H40 1.092, H41 1.095
19 C -2.08 2.45 -3.55  C18 1.526, C20 1.527, H42 1.094, H43 1.090
20 C -1.28 3.75 -3.51  C19 1.527, C21 1.533, H44 1.094, H45 1.092
21 C -0.62 4.11 -2.17  C20 1.533, C22 1.535, H46 1.093, H47 1.089
22 C -1.49 3.89 -0.93  C21 1.535, C23 1.531, H48 1.093, H49 1.091
23 C -1.17 2.62 -0.14  C22 1.531, C24 1.530, H50 1.094, H51 1.092
24 C -1.49 1.29 -0.82  C17 1.534, C23 1.530, H52 1.091, H53 1.092
25 C 0.73 -0.05 1.54  C6 1.390, C26 1.382, H54 1.078
26 C 1.20 0.90 2.44  C3 1.391, C25 1.382, H55 1.078
27 H 2.28 3.31 5.31  C1 1.089
28 H 3.04 2.38 3.99  C1 1.095
29 H 1.62 3.41 3.65  C1 1.095
30 H -0.27 -0.26 5.24  C4 1.078
31 H -1.13 -1.93 3.65  C5 1.079
32 H -0.18 -3.60 2.13  C8 1.097
33 H -1.91 -3.29 1.81  C8 1.098
34 H -1.65 -3.91 -0.54  C9 1.089
35 H -0.82 -5.17 0.41  C9 1.088
36 H 1.45 -2.71 -3.26  C13 1.095
37 H 2.24 -2.50 -1.68  C13 1.095
38 H -0.79 -1.12 -1.60  N16 1.009
39 H 0.32 1.56 -1.98  C17 1.092
40 H -0.51 1.10 -4.15  C18 1.092
41 H -1.96 0.32 -3.53  C18 1.095
42 H -2.56 2.40 -4.53  C19 1.094
43 H -2.88 2.49 -2.81  C19 1.090
44 H -1.96 4.56 -3.78  C20 1.094
45 H -0.50 3.71 -4.28  C20 1.092
46 H -0.35 5.17 -2.24  C21 1.093
47 H 0.32 3.57 -2.06  C21 1.089
48 H -1.33 4.73 -0.25  C22 1.093
49 H -2.54 3.90 -1.20  C22 1.091
50 H -1.73 2.66 0.80  C23 1.094
51 H -0.10 2.63 0.12  C23 1.092
52 H -2.54 1.27 -1.11  C24 1.091
53 H -1.36 0.51 -0.07  C24 1.092
54 H 1.02 0.00 0.51  C25 1.078
55 H 1.85 1.67 2.08  C26 1.078


Question: Among the records above, which one has the highest orbital gap?
Answer: number 2